# 1
A molecular structure, C28H24IrN3O10S2 in a non-equilibrium geometry, computed with the ωB97M-V functional and the def2-TZVPD basis.

Geometry as XYZ:
```
68
Properties=species:S:1:pos:R:3:lowdin_charge:R:1
Ir -0.244 0.222 0.717 1.485
C 1.087 -0.503 7.249 -0.069
C 1.453 0.100 5.922 -0.290
C 1.346 1.470 5.708 -0.056
C 1.657 2.016 4.475 -0.060
C 2.095 1.196 3.451 -0.249
C 2.214 -0.166 3.650 -0.055
C 1.885 -0.709 4.879 -0.034
S 2.301 1.847 1.782 0.603
O 3.073 0.884 1.050 -0.312
O 2.838 3.183 1.915 -0.306
N 0.746 1.823 1.348 -0.410
C -0.022 2.985 1.455 -0.213
C -0.892 3.215 0.122 -0.693
O -1.215 4.370 -0.099 -0.003
O -1.189 2.178 -0.487 -0.075
H 1.290 0.185 8.070 0.065
H 1.635 -1.429 7.421 0.066
H 0.023 -0.736 7.259 0.076
H 0.992 2.104 6.511 0.100
H 1.557 3.076 4.295 0.108
H 2.538 -0.781 2.827 0.093
H 1.934 -1.779 5.020 0.110
H 0.598 3.865 1.640 0.110
H -0.805 2.870 2.218 0.106
O -2.541 -0.988 3.780 0.030
C -2.051 -0.740 2.676 -0.581
O -1.286 0.286 2.447 -0.153
C -2.378 -1.546 1.483 -0.140
C -3.399 -2.480 1.544 0.006
C -3.840 -3.101 0.399 0.006
C -3.246 -2.741 -0.838 -0.156
C -3.723 -3.241 -2.053 -0.050
C -3.127 -2.889 -3.258 -0.092
C -2.053 -2.017 -3.257 -0.063
C -1.579 -1.477 -2.070 0.012
C -2.155 -1.816 -0.837 -0.172
N -1.710 -1.246 0.316 0.036
H -3.842 -2.658 2.513 0.117
H -4.643 -3.826 0.411 0.108
H -4.579 -3.908 -2.045 0.103
H -3.516 -3.282 -4.191 0.096
H -1.577 -1.735 -4.188 0.104
H -0.781 -0.752 -2.082 0.078
C -0.328 1.129 -7.033 -0.072
C 0.223 1.122 -5.634 -0.304
C 1.541 0.742 -5.414 -0.062
C 2.073 0.768 -4.138 -0.059
C 1.295 1.170 -3.069 -0.237
C -0.033 1.510 -3.263 -0.052
C -0.562 1.488 -4.546 -0.046
S 2.047 1.176 -1.415 0.622
O 1.807 2.483 -0.875 -0.291
O 3.418 0.801 -1.669 -0.325
N 1.141 -0.023 -0.749 -0.386
C 1.700 -1.301 -0.957 -0.218
C 1.789 -2.167 0.400 -0.687
O 2.517 -3.145 0.323 -0.011
O 1.091 -1.763 1.337 -0.059
H 0.432 1.463 -7.738 0.067
H -1.193 1.783 -7.106 0.067
H -0.631 0.124 -7.327 0.070
H 2.149 0.424 -6.253 0.101
H 3.098 0.491 -3.945 0.102
H -0.632 1.791 -2.409 0.086
H -1.600 1.756 -4.705 0.107
H 2.714 -1.216 -1.359 0.105
H 1.073 -1.930 -1.606 0.096
```

total charge: -2
orbital gap: 5.4526 eV


# 2
A molecular structure, C28H24N8O3Tl in a non-equilibrium geometry, computed with the ωB97M-V functional and the def2-TZVPD basis.

Geometry as XYZ:
```
64
Properties=species:S:1:pos:R:3:lowdin_charge:R:1
Tl 0.393 -0.114 0.394 1.088
O 2.634 -2.788 2.743 0.073
C 1.887 -1.937 2.298 -0.525
N 1.694 -1.636 1.016 -0.076
C 2.540 -2.310 0.067 -0.149
C 2.305 -1.931 -1.385 -0.230
C 2.956 -2.616 -2.413 0.005
C 2.731 -2.265 -3.748 -0.027
C 1.920 -1.165 -3.970 -0.046
C 1.286 -0.556 -2.904 -0.117
N 1.413 -0.979 -1.662 0.041
C 1.085 -1.137 3.277 -0.191
C 1.140 -1.452 4.626 0.019
C 0.330 -0.772 5.497 -0.023
C -0.546 0.234 5.016 -0.012
C -0.544 0.442 3.625 -0.088
N 0.229 -0.269 2.764 0.035
H 2.477 -3.396 0.174 0.142
H 3.586 -2.114 0.295 0.128
H 3.663 -3.447 -2.196 0.139
H 3.227 -2.736 -4.596 0.122
H 1.703 -0.741 -4.920 0.104
H 0.564 0.217 -3.068 0.112
H 1.779 -2.300 4.847 0.130
H 0.304 -1.090 6.529 0.116
H -1.283 0.769 5.610 0.113
H -1.083 1.273 3.189 0.113
N -3.985 0.181 0.548 0.120
C -2.779 -0.502 0.358 -0.350
N -1.713 0.385 0.161 0.014
C -1.933 1.459 -0.653 -0.251
N -0.941 2.277 -1.048 0.069
N 0.228 1.878 -0.545 -0.118
C 1.204 2.707 -0.544 -0.028
C 2.549 2.314 -0.030 -0.253
C 3.672 3.158 -0.229 0.010
C 4.818 2.839 0.456 -0.050
C 4.902 1.712 1.246 -0.036
C 3.799 0.875 1.251 -0.084
N 2.623 1.227 0.702 0.060
C -3.308 1.764 -1.114 -0.077
C -3.560 2.744 -2.112 0.001
C -4.876 3.153 -2.296 -0.062
C -5.885 2.505 -1.561 -0.058
C -5.639 1.486 -0.646 -0.010
C -4.323 1.128 -0.389 -0.211
H -4.735 -0.451 0.796 0.157
H -2.621 -1.177 1.219 0.169
H 1.145 3.733 -0.961 0.149
H 3.572 4.016 -0.803 0.096
H 5.701 3.511 0.416 0.134
H 5.829 1.439 1.712 0.113
H 3.849 -0.160 1.741 0.140
H -2.778 3.160 -2.710 0.105
H -5.044 3.825 -3.094 0.094
H -6.912 2.785 -1.750 0.107
H -6.492 1.116 -0.032 0.131
C -2.225 -3.324 -2.107 0.049
C -1.946 -2.417 -0.922 -0.470
O -2.856 -1.428 -0.816 0.053
O -0.941 -2.440 -0.210 0.023
H -3.289 -3.367 -2.301 0.092
H -1.860 -4.335 -1.930 0.098
H -1.640 -2.959 -2.905 0.075
```

energy relative to the best compared isomer or geometry (same formula, charge and spin): 17.9 kcal per mole
total charge: +1
orbital gap: 7.4750 eV


# 3
A molecular structure, C28H25BrIMgN2OS in a non-equilibrium geometry, computed with the ωB97M-V functional and the def2-TZVPD basis.

Geometry as XYZ:
```
60
Properties=species:S:1:pos:R:3:lowdin_charge:R:1
Mg 1.324 -1.475 -0.015 0.494
C -3.686 3.520 -0.185 -0.080
C -3.178 2.200 -0.772 -0.548
C -3.564 1.079 0.238 -0.072
C -3.957 1.797 -2.017 -0.066
C -1.669 2.317 -1.078 -0.158
C -1.037 3.575 -1.152 -0.075
C 0.324 3.734 -1.323 -0.123
C 1.140 2.651 -1.409 -0.455
S 2.873 2.500 -1.279 1.055
C 2.685 0.816 -0.968 -0.596
N 1.419 0.340 -1.010 -0.044
C 0.529 1.330 -1.332 -0.299
C -0.837 1.174 -1.240 0.012
C 3.792 0.102 -0.439 -0.312
C 5.099 0.700 -0.298 -0.120
C 6.080 -0.019 0.213 -0.171
C 5.895 -1.351 0.602 -0.120
C 4.612 -1.977 0.402 -0.175
C 3.521 -1.237 0.024 -0.199
H -4.767 3.511 0.119 0.094
H -3.533 4.362 -0.927 0.090
H -3.146 3.760 0.737 0.082
H -4.514 1.307 0.696 0.076
H -2.871 1.008 1.071 0.056
H -3.525 0.055 -0.228 0.018
H -4.999 1.548 -1.772 0.084
H -3.527 0.879 -2.518 0.103
H -3.999 2.596 -2.766 0.084
H -1.611 4.534 -1.132 0.104
H 0.711 4.760 -1.358 0.113
H -1.226 0.168 -1.037 0.066
H 5.218 1.715 -0.768 0.081
H 7.135 0.355 0.192 0.112
H 6.794 -1.970 0.825 0.089
H 4.485 -3.072 0.567 0.084
O 0.467 -0.908 1.715 -0.258
N 0.917 0.325 2.231 -0.116
C 0.132 1.402 2.285 -0.004
C 0.671 2.659 2.584 -0.022
C 2.004 2.762 2.959 -0.050
C 2.808 1.643 2.848 -0.014
C 2.286 0.439 2.367 0.027
H -0.951 1.307 2.159 0.130
H -0.025 3.497 2.730 0.122
H 2.510 3.691 3.258 0.124
H 3.861 1.713 3.119 0.125
H 2.791 -0.486 2.209 0.111
Br -2.262 -2.299 -0.048 0.754
C -2.139 -4.254 -0.406 -0.621
C -3.168 -5.030 0.099 -0.120
C -3.189 -6.376 -0.275 -0.098
C -2.212 -6.920 -1.048 -0.076
C -1.191 -6.083 -1.572 -0.140
C -1.099 -4.781 -1.159 -0.689
I 0.413 -3.521 -1.947 1.074
H -3.797 -4.649 0.931 0.121
H -4.060 -6.979 -0.058 0.111
H -2.375 -7.941 -1.475 0.127
H -0.382 -6.501 -2.168 0.100
```

energy relative to the best compared isomer or geometry (same formula, charge and spin): 11.8 kcal per mole
orbital gap (spin up / spin down): 3.6902 / 6.3712 eV
2S+1: 2


# 4
A molecular structure, C28H25Cl2N5O3RuS in a non-equilibrium geometry, computed with the ωB97M-V functional and the def2-TZVPD basis.

Geometry as XYZ:
```
65
Properties=species:S:1:pos:R:3:lowdin_charge:R:1
Ru 0.150 0.063 -0.689 1.071
Cl -1.029 1.962 0.788 0.756
C 0.102 2.292 2.057 -0.641
C -0.304 3.107 3.102 -0.119
C 0.569 3.410 4.132 -0.091
C 1.859 2.905 4.107 -0.118
C 2.263 2.106 3.054 -0.706
Cl 3.886 1.534 3.012 0.662
C 1.399 1.762 1.999 -0.707
S 2.033 0.823 0.677 0.560
H -1.305 3.505 3.098 0.100
H 0.248 4.044 4.944 0.103
H 2.560 3.133 4.895 0.102
C 1.824 -5.651 -2.079 -0.002
N 0.735 -4.727 -2.201 -0.062
N 0.921 -3.377 -2.386 0.067
C -0.274 -2.715 -2.135 -0.409
O -0.416 -1.495 -2.307 -0.071
C -1.198 -3.730 -1.758 0.066
C -0.539 -4.928 -1.781 -0.249
C -1.014 -6.288 -1.424 -0.003
C 2.076 -2.788 -2.934 -0.190
C 2.689 -3.320 -4.068 -0.027
C 3.797 -2.687 -4.604 -0.079
C 4.284 -1.521 -4.036 -0.077
C 3.667 -0.991 -2.913 -0.051
C 2.573 -1.625 -2.351 -0.008
H 2.757 -5.132 -2.286 0.090
H 1.698 -6.477 -2.783 0.100
H 1.862 -6.060 -1.067 0.098
H -2.216 -3.552 -1.487 0.118
H -2.079 -6.266 -1.209 0.089
H -0.494 -6.651 -0.536 0.087
H -0.822 -6.982 -2.242 0.088
H 2.288 -4.203 -4.547 0.117
H 4.276 -3.099 -5.480 0.104
H 5.136 -1.022 -4.476 0.105
H 4.037 -0.083 -2.463 0.114
H 2.089 -1.213 -1.459 0.056
N -0.363 -1.241 0.544 -0.051
C -1.341 -2.017 0.898 -0.416
C -2.712 -1.685 0.648 -0.021
C -3.715 -2.554 0.999 -0.089
C -3.433 -3.782 1.593 -0.093
C -2.110 -4.122 1.862 -0.109
C -1.085 -3.265 1.547 -0.038
H -2.932 -0.749 0.149 0.085
H -4.742 -2.269 0.809 0.107
H -4.229 -4.465 1.849 0.097
H -1.888 -5.074 2.327 0.100
H -0.054 -3.512 1.762 0.109
C -4.429 1.834 -4.128 -0.028
N -3.076 1.810 -3.622 -0.057
C -2.079 2.425 -4.291 -0.061
C -0.795 2.367 -3.876 0.015
C -0.522 1.596 -2.696 -0.534
O 0.632 1.437 -2.221 -0.159
N -1.543 1.038 -2.023 0.063
C -2.824 1.102 -2.414 -0.514
O -3.757 0.627 -1.798 0.038
H -4.676 2.829 -4.495 0.090
H -5.090 1.564 -3.303 0.087
H -4.545 1.108 -4.939 0.097
H -2.376 2.969 -5.180 0.130
H 0.008 2.866 -4.389 0.108
```

orbital gap (spin up / spin down): 7.6306 / 6.3687 eV
2S+1: 5


# 5
A molecular structure, C28H25N3O4ReS2, computed with the ωB97M-V functional and the def2-TZVPD basis.

Geometry as XYZ:
```
63
Properties=species:S:1:pos:R:3:lowdin_charge:R:1
Re -0.927 -0.683 -0.227 1.810
O -1.573 -0.753 -7.247 0.126
N -2.622 -0.489 -6.703 -0.315
O -3.667 -0.229 -7.230 0.176
C -2.611 -0.448 -5.205 -0.001
C -3.787 -0.134 -4.609 0.131
C -3.883 -0.066 -3.184 -0.071
C -5.076 0.224 -2.479 0.139
C -5.068 0.239 -1.095 0.048
C -3.895 -0.026 -0.411 -0.020
N -2.726 -0.287 -1.053 -0.099
C -2.744 -0.312 -2.433 -0.139
C -1.523 -0.640 -3.059 -0.128
N -0.478 -0.892 -2.183 -0.103
C 0.719 -1.256 -2.711 -0.026
C 0.903 -1.375 -4.072 0.052
C -0.138 -1.116 -4.948 0.147
C -1.416 -0.731 -4.446 -0.001
H -4.652 0.058 -5.233 0.161
H -5.992 0.422 -3.025 0.166
H -5.969 0.450 -0.534 0.151
H -3.867 -0.031 0.670 0.128
H 1.526 -1.436 -2.014 0.115
H 1.871 -1.674 -4.452 0.151
H 0.007 -1.206 -6.015 0.139
O 0.535 -1.626 0.427 -0.693
S 1.746 -2.601 0.864 1.227
C 1.516 -2.680 2.661 -0.269
C 1.920 -1.478 3.507 -0.174
C 1.100 -0.196 3.302 -0.198
C -0.328 -0.309 3.851 -0.266
S -1.557 0.634 2.925 1.233
O -1.260 0.028 1.454 -0.690
C -0.963 2.286 2.893 -0.420
C -1.325 3.002 4.035 -0.057
C -0.910 4.321 4.129 -0.002
C -0.190 4.900 3.090 0.007
C 0.135 4.169 1.952 -0.023
C -0.249 2.841 1.838 -0.073
C 3.211 -1.682 0.568 -0.435
C 4.354 -2.481 0.624 -0.052
C 5.582 -1.864 0.436 0.000
C 5.645 -0.503 0.162 0.008
C 4.485 0.264 0.086 -0.021
C 3.245 -0.318 0.295 -0.083
H 2.095 -3.576 2.913 0.128
H 0.464 -2.970 2.751 0.108
H 2.976 -1.253 3.354 0.132
H 1.841 -1.820 4.544 0.150
H 1.072 0.053 2.239 0.066
H 1.612 0.635 3.785 0.143
H -0.442 0.066 4.874 0.133
H -0.734 -1.325 3.843 0.108
H -1.920 2.563 4.829 0.132
H -1.168 4.899 5.006 0.141
H 0.111 5.937 3.164 0.139
H 0.689 4.638 1.151 0.130
H 0.005 2.276 0.951 0.089
H 4.303 -3.550 0.801 0.134
H 6.487 -2.455 0.485 0.141
H 6.607 -0.036 -0.005 0.140
H 4.553 1.321 -0.132 0.131
H 2.345 0.283 0.246 0.095
```

energy relative to the best compared isomer or geometry (same formula, charge and spin): 35.1 kcal per mole
total charge: +4
orbital gap (spin up / spin down): 4.9549 / 5.3610 eV
2S+1: 2


# 6
A molecular structure, C28H25N6O10W in a non-equilibrium geometry, computed with the ωB97M-V functional and the def2-TZVPD basis.

Geometry as XYZ:
```
70
Properties=species:S:1:pos:R:3:lowdin_charge:R:1
W -0.015 -0.865 0.442 1.978
O 3.349 -1.667 2.758 0.152
C 2.613 -1.309 1.882 -0.513
O 1.297 -1.280 1.951 -0.150
C 3.121 -0.849 0.557 -0.166
C 4.468 -0.739 0.310 0.051
C 4.869 -0.340 -0.953 0.017
C 3.899 -0.062 -1.900 0.030
C 2.568 -0.172 -1.558 -0.161
N 2.184 -0.581 -0.346 0.080
C 1.554 0.141 -2.632 -0.361
O 1.438 -0.564 -3.581 0.191
O -0.151 -1.018 -1.383 -0.315
H 5.161 -0.988 1.104 0.139
H 5.919 -0.241 -1.196 0.128
H 4.158 0.263 -2.899 0.141
C 2.002 -4.218 -1.231 -0.026
O 2.038 -4.999 -0.029 -0.042
C 1.088 -4.894 0.918 -0.205
C 0.980 -5.962 1.788 0.047
C 0.044 -5.994 2.828 -0.044
C -0.810 -4.937 3.007 -0.019
C -0.703 -3.827 2.156 -0.129
C -1.596 -2.742 2.327 0.020
N -1.540 -1.612 1.692 -0.096
N -2.528 -0.683 2.011 0.129
C -2.522 0.240 1.123 -0.404
O -1.754 0.105 0.040 -0.194
C -3.254 1.501 1.357 -0.153
C -3.811 1.786 2.602 -0.014
C -4.420 3.014 2.817 -0.060
C -4.472 3.958 1.795 -0.069
C -3.918 3.674 0.555 -0.071
C -3.306 2.447 0.335 -0.026
C 0.236 -3.803 1.116 -0.212
O 0.273 -2.767 0.301 -0.219
H 2.755 -4.655 -1.877 0.101
H 2.248 -3.179 -1.041 0.068
H 1.028 -4.277 -1.712 0.107
H 1.657 -6.794 1.627 0.136
H -0.008 -6.860 3.475 0.117
H -1.553 -4.938 3.796 0.124
H -2.404 -2.825 3.043 0.152
H -3.757 1.046 3.391 0.117
H -4.853 3.238 3.784 0.111
H -4.946 4.916 1.969 0.110
H -3.969 4.407 -0.243 0.106
H -2.870 2.209 -0.629 0.107
C -1.551 3.596 -4.065 -0.014
N -0.578 2.987 -3.174 -0.093
C 0.615 3.699 -2.757 -0.023
C 1.545 2.600 -2.297 -0.379
O 2.657 2.725 -1.873 0.137
N 0.860 1.392 -2.511 0.148
C -0.447 1.633 -3.029 -0.363
N -1.292 0.689 -3.166 0.176
H -1.783 4.600 -3.716 0.096
H -2.475 3.024 -4.059 0.083
H -1.178 3.652 -5.089 0.101
H 0.423 4.380 -1.927 0.140
H 1.085 4.264 -3.563 0.148
H -0.782 -0.753 -2.125 0.071
H -2.190 1.002 -3.516 0.072
C 0.585 3.320 1.765 0.050
O 0.828 2.358 0.676 0.013
C 0.404 1.190 0.886 -0.463
O -0.121 0.695 1.881 -0.022
H 0.957 4.263 1.387 0.103
H 1.131 3.009 2.651 0.110
H -0.480 3.368 1.972 0.100
```

energy relative to the best compared isomer or geometry (same formula, charge and spin): 23.3 kcal per mole
total charge: +1
orbital gap: 6.9412 eV


# 7
A molecular structure, C28H25N7PPtSe2 in a non-equilibrium geometry, computed with the ωB97M-V functional and the def2-TZVPD basis.

Geometry as XYZ:
```
64
Properties=species:S:1:pos:R:3:lowdin_charge:R:1
Pt -0.745 -0.876 -1.197 0.934
Se 1.795 -0.815 -0.211 0.339
P 2.259 -0.352 3.451 0.984
Se 0.687 -0.889 1.755 0.285
C 3.785 0.084 2.585 -0.485
C 4.730 -0.915 2.340 -0.095
C 5.880 -0.621 1.632 -0.035
C 6.088 0.668 1.162 -0.016
C 5.148 1.661 1.406 -0.038
C 4.005 1.389 2.133 -0.094
C 1.633 1.137 4.251 -0.428
C 0.274 1.484 4.253 -0.096
C -0.148 2.599 4.949 -0.030
C 0.760 3.337 5.707 0.008
C 2.103 2.974 5.740 -0.016
C 2.539 1.870 5.035 -0.067
H 4.578 -1.909 2.735 0.115
H 6.623 -1.385 1.466 0.125
H 6.989 0.904 0.618 0.127
H 5.310 2.661 1.029 0.124
H 3.282 2.168 2.336 0.112
H -0.441 0.885 3.701 0.078
H -1.187 2.888 4.931 0.124
H 0.416 4.171 6.299 0.133
H 2.797 3.543 6.341 0.131
H 3.575 1.568 5.090 0.123
N -4.626 -2.750 -0.802 0.149
C -5.240 -1.539 -0.851 -0.030
C -4.247 -0.600 -0.947 -0.092
N -3.047 -1.229 -0.954 0.005
C -3.293 -2.536 -0.856 -0.257
C -2.209 -3.466 -0.738 -0.247
N -0.947 -3.037 -0.759 -0.056
C -0.153 -4.120 -0.556 -0.109
C -0.945 -5.226 -0.410 -0.025
N -2.231 -4.798 -0.523 0.154
H -5.113 -3.633 -0.751 0.182
H -6.301 -1.423 -0.798 0.135
H -4.338 0.465 -0.997 0.115
H 0.917 -4.044 -0.534 0.109
H -0.696 -6.252 -0.231 0.137
H -3.039 -5.399 -0.456 0.183
N -1.933 1.319 -3.518 0.142
C -1.496 0.152 -4.095 -0.276
C -1.840 -0.099 -5.437 0.029
C -1.342 -1.218 -6.065 -0.008
C -0.512 -2.085 -5.355 -0.022
C -0.246 -1.797 -4.033 -0.125
N -0.732 -0.712 -3.423 -0.017
C -1.600 1.953 -2.345 -0.275
C -1.940 3.315 -2.234 0.028
C -1.618 4.012 -1.094 -0.009
C -0.965 3.334 -0.062 -0.031
C -0.673 2.002 -0.236 -0.155
N -0.978 1.318 -1.345 -0.032
H -2.471 1.904 -4.148 0.158
H -2.477 0.595 -5.963 0.129
H -1.583 -1.412 -7.100 0.133
H -0.083 -2.957 -5.821 0.122
H 0.410 -2.427 -3.442 0.108
H -2.439 3.806 -3.055 0.130
H -1.855 5.061 -0.999 0.132
H -0.698 3.841 0.848 0.114
H -0.158 1.453 0.547 0.028
```

energy relative to the best compared isomer or geometry (same formula, charge and spin): 4.1 kcal per mole
total charge: +3
orbital gap (spin up / spin down): 7.2046 / 4.3760 eV
2S+1: 5


no.,energy (eV)
1,-78882.4414
2,-52177.0915
3,-128889.8190
4,-81495.6634
5,-65855.9156
6,-60679.2273
7,-183075.9620